Record 1
Entry from the Open Molecules 2025 dataset: C15H37IrN5S2Si2 as an isolated structure (ωB97M-V/def2-TZVPD).

Element x y z (Å)
H  0.6962  -2.1577  4.4798
H  0.6135  -2.8010  2.2311
C  -0.5254  0.3845  -3.2010
C  -2.8603  4.0474  1.9436
H  4.1495  -0.9035  -0.2168
C  -1.4682  2.6787  0.4011
Si  2.2065  -1.8344  -1.5004
H  -3.9272  4.1104  1.7269
H  -0.7085  -1.4307  5.2106
C  -1.0055  -1.9857  3.1722
H  -2.6851  3.2428  2.6517
H  -2.6187  -1.0940  -0.1817
C  0.4313  -1.4543  -0.8847
H  1.7317  1.0186  2.9103
H  2.0150  -4.2895  -1.1931
N  -0.1981  -2.2448  1.9712
H  -2.0596  -2.3533  -3.8809
C  -1.3084  -2.5747  -3.1238
H  2.2753  -1.0710  -3.8608
H  -0.3925  4.5852  -1.5661
H  -2.5258  4.9880  2.3796
H  0.1619  -2.4313  -0.4715
C  -0.1210  -1.4548  4.2906
H  -1.7722  -1.2515  2.9145
H  2.1368  -0.5218  3.0164
Si  -0.9783  -1.0559  -2.0859
C  2.7859  -0.8024  -2.9395
H  0.1143  1.1251  -2.7209
H  0.0177  0.0444  -4.0784
C  2.2189  -3.6279  -2.0352
S  2.0707  1.6806  -0.3113
H  -1.4300  0.8840  -3.5498
C  -2.2799  4.6592  -0.4430
H  -2.0015  5.6812  -0.1857
H  -0.4277  2.0416  -1.2346
H  3.8473  -1.0099  -3.0868
H  -1.5174  -2.8921  3.5084
H  3.2073  -3.8827  -2.4184
H  -0.4259  -2.9463  -3.6355
N  3.9651  1.2091  1.7533
C  -2.5924  -0.6857  -1.1926
N  1.3242  0.0850  2.9062
N  -1.0751  2.7220  -0.8673
C  -1.3254  4.0268  -1.4705
Ir  0.5952  -0.1121  0.7169
H  2.6853  0.2673  -2.7821
H  -3.4113  -1.1392  -1.7498
H  3.9632  -2.6321  0.0571
S  -1.2143  1.3803  1.4951
H  0.9867  0.2511  4.9718
H  -0.3878  0.6549  3.9576
H  -1.7010  -3.3778  -2.4991
H  -0.7165  -2.8003  1.3000
H  -3.3219  4.6526  -0.7724
H  -2.7975  0.3802  -1.1178
N  -2.1272  3.7877  0.7227
H  1.5000  -3.8501  -2.8182
C  3.1942  1.4043  0.9150
C  3.4187  -1.6961  -0.0615
H  2.9453  -1.4919  0.9046
C  0.4294  -0.0541  4.0822
H  -1.7797  3.9178  -2.4533

**Net charge**: +1
**Multiplicity**: 5
**⟨S²⟩**: 6.01
**LUMO level (alpha / beta)**: -2.089 / -4.906 eV
**HOMO energy (alpha / beta)**: -9.949 / -11.540 eV
**Energy relative to the best compared isomer or geometry (same formula, charge and spin)**: 30.04 kJ/mol
**Orbital gap (alpha / beta)**: 7.86 / 6.63 eV

Atomic charges from the Löwdin analysis, expressed in e, are listed below: 0.120 0.094 -0.171 -0.026 0.029 -0.713 0.393 0.103 0.124 -0.257 0.056 0.013 -0.550 0.063 0.037 -0.053 0.042 -0.169 0.032 0.130 0.102 -0.014 -0.183 0.096 0.090 0.396 -0.181 -0.002 0.036 -0.173 0.551 0.042 -0.081 0.134 0.033 0.046 0.120 0.043 0.020 0.085 -0.188 -0.102 0.034 -0.089 1.019 -0.003 0.036 0.040 0.674 0.127 0.070 0.042 0.075 0.133 0.008 -0.146 0.019 -0.876 -0.190 -0.016 -0.251 0.127

Record 2
Entry from the Open Molecules 2025 dataset: a 2-piece molecular cluster, C5H13NO overall in a non-equilibrium geometry (ωB97M-V/def2-TZVPD).

Element x y z (Å)
H  1.1211  -0.6214  0.7099
N  -2.1476  -2.2173  -0.9904
H  -0.9195  0.4915  0.2033
H  2.3685  3.6119  1.9769
H  -2.2279  -2.6231  -1.9130
H  2.2638  4.3063  0.3667
H  0.2391  -0.4246  2.2314
C  -1.0537  -1.3468  -0.8037
H  -2.7546  -2.3822  -0.1793
C  0.2580  -0.9393  1.2811
H  3.0524  1.8051  0.5401
O  -0.3419  -1.2253  -1.7954
H  -1.8173  -0.8398  1.1439
C  1.8457  3.5473  1.0245
H  1.9107  2.0877  -0.6786
H  1.4403  1.4125  0.9083
C  -1.0072  -0.5611  0.4672
H  0.8087  3.8018  1.2241
C  2.0319  2.1796  0.4022
H  0.2529  -1.9947  1.5511

**Net charge**: +1
**Multiplicity**: 2
**⟨S²⟩**: 0.79
**LUMO level (alpha / beta)**: -4.461 / -9.940 eV
**HOMO energy (alpha / beta)**: -14.225 / -14.224 eV
**Energy relative to the best compared isomer or geometry (same formula, charge and spin)**: 210.16 kJ/mol
**Orbital gap (alpha / beta)**: 9.76 / 4.28 eV

Atomic charges from the Löwdin analysis, expressed in e, are listed below: 0.071 0.421 0.138 0.069 0.171 0.069 0.090 -0.367 0.177 -0.064 0.073 0.255 0.123 -0.156 0.068 0.020 -0.132 0.060 -0.176 0.090

Record 3
Entry from the Open Molecules 2025 dataset: C20H37IN6OP as an isolated structure in a non-equilibrium geometry (ωB97M-V/def2-TZVPD).

Element x y z (Å)
C  10.8079  5.0799  2.8844
H  -4.6577  -5.4434  -6.8534
H  -6.9295  -4.9405  -4.8415
H  -9.9020  1.6512  0.2476
C  11.6944  4.0265  3.5411
H  -6.6131  -1.0509  0.9347
C  -2.7224  -4.5768  -0.8599
H  -4.1196  -3.0412  -6.5476
O  0.8404  -0.0556  0.3612
H  10.1478  4.5866  2.1604
N  -4.5139  -1.5049  -0.3099
C  -3.8261  -3.8522  -1.6329
H  -4.7110  -4.4924  -1.7128
H  -8.9597  -0.6277  0.2718
C  -1.4490  -3.7475  -0.7267
C  -8.2837  0.2233  0.4102
H  7.1921  3.1012  3.0478
C  -9.0843  1.4111  0.9346
H  -2.4833  -5.5153  -1.3722
C  -6.1742  0.9676  1.5140
H  -6.6997  -6.4139  -5.8003
P  0.8410  1.4897  0.0244
H  -5.3467  -2.9051  -5.2739
N  -4.4515  -6.5731  -3.3810
H  12.3794  4.4851  4.2634
N  4.0378  3.4346  -0.4950
C  -5.3857  -4.7866  -6.3617
H  -7.5414  -0.4718  2.3296
H  5.2950  1.6105  3.5581
N  8.2951  4.1378  5.2817
C  9.0558  4.9226  4.6528
C  -4.2020  -2.5692  -0.9098
I  -2.3195  1.0137  -0.1284
H  -1.6234  -2.8270  -0.1606
H  -3.9006  -3.9069  -5.0281
H  -0.6799  -4.3152  -0.1935
H  12.2929  3.5086  2.7850
H  1.3180  1.6836  -1.3387
H  6.5727  3.4177  1.4284
H  -3.0811  -4.8392  0.1429
H  -8.4637  2.3081  1.0260
H  10.6217  6.3897  4.6072
H  -3.4900  -3.6095  -2.6468
H  3.3624  1.4045  2.0260
H  4.8165  0.7410  1.2591
H  -1.0521  -3.4770  -1.7118
N  -5.3673  1.9267  1.6519
H  11.4401  5.7757  2.3216
N  -0.7398  2.2963  0.2023
C  -5.2347  -6.1222  -4.2604
H  9.3662  6.6189  3.3766
C  6.6059  2.6720  2.2291
H  -9.5176  1.1894  1.9166
C  5.2074  2.3047  2.7151
H  1.8066  2.1731  0.8960
C  9.9728  5.8686  3.8949
H  4.7142  3.2090  3.0922
C  -7.1470  -0.1885  1.3478
H  11.1021  3.2673  4.0616
H  -7.8784  0.4769  -0.5770
C  4.1787  2.6306  0.4661
C  -4.6480  -3.5930  -5.7636
H  -6.0714  -4.4283  -7.1375
H  7.1363  1.7884  1.8562
C  4.3485  1.6614  1.6247
C  -6.1788  -5.5786  -5.3203

**Net charge**: -1
**Multiplicity**: 1
**LUMO level**: 1.927 eV
**HOMO energy**: -2.808 eV
**Orbital gap**: 4.73 eV

Atomic charges from the Löwdin analysis, expressed in e, are listed below: -0.277 0.112 0.117 0.066 -0.118 0.069 -0.283 0.077 -0.660 0.112 0.097 -0.212 0.084 0.102 -0.104 -0.282 0.032 -0.126 0.093 -0.182 0.111 0.386 0.083 0.126 0.075 0.105 -0.279 0.109 0.109 0.112 -0.160 -0.134 0.413 0.070 0.060 0.073 0.072 -0.036 0.066 0.110 0.070 0.113 0.097 0.093 0.119 0.081 0.103 0.108 -0.929 -0.147 0.113 -0.124 0.072 -0.272 -0.047 -0.195 0.114 -0.211 0.070 0.113 -0.208 -0.109 0.108 0.075 -0.202 -0.193

Record 4
Entry from the Open Molecules 2025 dataset: the molecule C6H7N in a non-equilibrium geometry (ωB97M-V/def2-TZVPD).

Element x y z (Å)
H  2.2693  -0.6556  0.5943
C  -0.7031  -0.2503  -0.9799
H  -0.7837  -0.7537  -1.9240
H  -2.3733  1.2722  -0.3403
H  -0.1230  1.3226  1.7408
C  -1.5819  0.5948  -0.0599
N  -0.2111  -0.7175  1.0262
H  2.5398  1.0163  0.0987
C  2.0211  0.0828  -0.1670
H  2.4232  -0.2500  -1.1270
H  -2.1999  -1.6558  0.2050
C  -0.3524  0.7467  0.8604
C  -1.4437  -0.8647  0.1872
C  0.5185  0.1121  -0.1146

**Multiplicity**: 1
**LUMO level**: 1.192 eV
**HOMO energy**: -8.087 eV
**Energy relative to the best compared isomer or geometry (same formula, charge and spin)**: 541.89 kJ/mol
**Orbital gap**: 9.28 eV

Atomic charges from the Löwdin analysis, expressed in e, are listed below: 0.077 -0.089 0.122 0.121 0.135 -0.080 0.074 0.078 -0.015 0.075 0.137 -0.168 -0.174 -0.294

Record 5
Entry from the Open Molecules 2025 dataset: a 2-piece molecular cluster, C3H6 overall in a non-equilibrium geometry (ωB97M-V/def2-TZVPD).

Element x y z (Å)
H  -0.0116  1.9686  0.5423
H  1.4046  0.0391  0.0804
C  0.3132  -0.1110  -0.0314
C  -0.0720  -1.0326  -0.9813
H  0.8077  -1.5174  -1.4415
C  -0.2776  0.9124  0.7804
H  -1.1015  -1.3293  -1.0895
H  -1.3019  0.8658  1.2705
H  0.5810  1.4977  2.2148

**Multiplicity**: 1
**LUMO level**: 0.233 eV
**HOMO energy**: -9.029 eV
**Energy relative to the best compared isomer or geometry (same formula, charge and spin)**: 321.22 kJ/mol
**Orbital gap**: 9.26 eV

Atomic charges from the Löwdin analysis, expressed in e, are listed below: 0.021 0.088 -0.307 0.010 0.058 -0.147 0.044 0.055 0.178

Record 6
Entry from the Open Molecules 2025 dataset: C29H28F6N8O3PRbSSbSe2 as an isolated structure in a non-equilibrium geometry (ωB97M-V/def2-TZVPD).

Element x y z (Å)
P  -2.6048  -1.3976  -1.2532
C  -5.3796  1.3917  -2.3068
O  2.5191  0.0163  -1.7258
C  0.5021  1.6774  4.2490
C  -4.2182  -3.5973  -0.8937
C  -0.2816  5.0357  1.7920
H  -5.3782  -2.6577  2.6676
H  0.3234  -2.6825  0.2695
H  -6.2531  -4.6946  1.5769
C  -5.0591  -2.9186  1.6673
H  -4.6209  0.5421  -0.4925
C  -4.5681  0.5422  -1.5740
C  2.3541  0.4305  -2.8713
C  -5.3003  1.3996  -3.6941
C  -3.7331  -2.4416  -0.2849
H  0.4728  6.2455  3.4016
C  1.2202  -3.1360  3.9392
Rb  1.9146  1.0099  0.6703
H  -2.9016  -0.9622  -4.1124
O  -1.1192  1.0883  -2.1611
C  1.1775  -4.2600  3.1303
C  -0.5366  3.7343  1.3980
H  -0.4606  5.8560  1.1118
Sb  3.3199  4.0856  -0.2043
Se  -1.2361  -2.5271  -2.3929
N  3.0764  1.4785  -3.3706
H  -6.0689  2.0516  -1.7970
H  1.4792  -3.1847  4.9874
N  1.4982  -0.1838  -3.7346
N  0.6041  -1.7511  2.0822
H  1.1995  0.2799  -4.5740
H  4.5647  -3.5414  -2.9734
H  -3.8686  -3.8687  -1.8819
Se  -1.7156  -0.0176  0.3012
H  5.9258  0.4171  -2.0397
F  4.9310  4.8255  0.3851
C  0.2394  5.2463  3.0583
S  3.8729  -1.9978  1.4147
H  3.4935  2.0918  -2.6855
C  5.3174  -1.5257  -2.7548
H  -0.9262  3.5284  0.4081
H  0.8138  -4.9555  1.1237
F  3.8673  4.1460  -2.0104
N  -0.2964  2.6686  2.1647
C  -5.5478  -4.0614  1.0547
H  -5.9276  2.0711  -4.2658
H  -3.7838  -1.2110  1.4824
C  5.4865  -0.5479  -1.8307
H  1.4096  -5.2365  3.5346
H  -4.3596  0.5578  -5.4273
F  4.0825  2.3251  -0.1240
C  -3.6034  -0.3031  -3.6174
N  4.2993  -2.9098  -1.0653
H  0.8547  -0.8464  -3.3242
C  -5.1282  -4.3989  -0.2253
N  0.8248  0.5164  3.4915
H  5.6215  -1.3975  -3.7809
C  0.8452  -4.1089  1.7957
C  0.4859  4.1519  3.8661
H  0.9162  4.2722  4.8522
C  0.5682  -2.8350  1.3167
O  1.2381  -0.6815  5.3878
C  4.7129  -2.7115  -2.2880
N  -0.9460  1.3015  -1.0383
H  -0.3121  1.4969  4.9635
H  -5.5056  -5.2940  -0.7018
C  -4.4194  0.5515  -4.3469
C  4.4395  -1.9081  -0.1498
F  1.7041  3.2309  -0.7857
H  2.7505  1.9437  -4.2008
N  5.0863  -0.7645  -0.5668
H  1.3813  1.8863  4.8767
C  0.9273  -1.9100  3.3645
F  2.4807  5.7562  -0.2917
C  -4.1557  -2.1050  0.9983
F  2.7353  3.7955  1.5718
C  0.2160  2.8806  3.3774
C  0.9711  -0.6665  4.1997
C  -3.6737  -0.3017  -2.2312
H  5.1653  -0.0254  0.1185

**Multiplicity**: 2
**⟨S²⟩**: 0.76
**LUMO level (alpha / beta)**: -0.829 / -1.930 eV
**HOMO energy (alpha / beta)**: -7.959 / -7.959 eV
**Energy relative to the best compared isomer or geometry (same formula, charge and spin)**: 38.80 kJ/mol
**Orbital gap (alpha / beta)**: 7.13 / 6.03 eV

Atomic charges from the Löwdin analysis, expressed in e, are listed below: 0.262 -0.070 -0.139 -0.152 -0.100 -0.056 0.107 0.065 0.106 -0.073 0.091 -0.100 -0.664 -0.075 -0.396 0.114 -0.001 0.787 0.065 -0.056 -0.052 -0.155 0.111 1.345 0.336 0.184 0.107 0.120 0.175 0.063 0.101 0.114 0.081 0.735 0.139 -0.337 -0.052 0.651 0.062 -0.048 0.092 0.112 -0.348 0.073 -0.075 0.106 0.051 -0.075 0.111 0.106 -0.463 -0.108 0.080 0.018 -0.070 0.142 0.105 -0.047 -0.025 0.118 -0.168 0.114 -0.117 -0.261 0.144 0.107 -0.071 -0.854 -0.455 0.104 0.061 0.148 -0.244 -0.338 -0.117 -0.361 -0.287 -0.414 -0.413 0.122

Record 7
Entry from the Open Molecules 2025 dataset: a 2-piece molecular cluster, C3H11N2O overall (ωB97M-V/def2-TZVPD).

Element x y z (Å)
C  -0.4702  2.0915  -0.7575
H  -0.8964  -2.5436  1.8547
O  0.5614  1.5648  0.1045
N  -0.4594  -1.7948  1.3442
N  1.2879  -1.1160  0.0063
C  0.6071  -2.0348  0.6154
H  -2.1527  1.3504  -1.8506
H  1.1574  2.2877  0.3295
H  -0.8040  -0.8522  1.4543
H  1.0029  -0.1191  0.0368
H  -1.0116  2.8778  -0.2305
H  -0.0097  2.5356  -1.6420
H  0.9327  -3.0653  0.5505
C  -1.3841  0.9656  -1.1827
H  2.0723  -1.3926  -0.5620
H  -1.9103  0.5246  -0.3301
H  -0.8215  0.1953  -1.7099

**Net charge**: +1
**Multiplicity**: 1
**LUMO level**: -3.193 eV
**HOMO energy**: -14.635 eV
**Energy relative to the best compared isomer or geometry (same formula, charge and spin)**: 46.94 kJ/mol
**Orbital gap**: 11.44 eV

Atomic charges from the Löwdin analysis, expressed in e, are listed below: -0.269 0.138 -0.116 0.196 0.203 -0.175 0.089 0.110 0.128 0.085 0.121 0.121 0.163 -0.082 0.143 0.070 0.075

Record 8
Entry from the Open Molecules 2025 dataset: a 2-piece molecular cluster, C2H3ClF2S overall (ωB97M-V/def2-TZVPD).

Element x y z (Å)
S  -3.0076  -0.9043  -0.2838
H  -3.6405  -0.0036  -1.0722
H  0.8895  -0.3634  0.4597
C  -1.7106  -0.0729  0.3718
H  2.6157  -0.4653  1.0908
Cl  -1.5352  1.5455  -0.0779
C  1.9524  -0.1454  0.2749
F  2.3352  -0.7701  -0.8559
F  2.1011  1.1795  0.0926

**Multiplicity**: 1
**LUMO level**: -0.633 eV
**HOMO energy**: -9.434 eV
**Energy relative to the best compared isomer or geometry (same formula, charge and spin)**: 259.06 kJ/mol
**Orbital gap**: 8.80 eV

Atomic charges from the Löwdin analysis, expressed in e, are listed below: 0.703 -0.127 0.078 -1.050 0.127 0.534 -0.286 0.014 0.008